Entry 1:
This record from OMol25 describes a structure of composition C8H23CdNO5. The level of theory is wB97M-V/def2-TZVPD.

Computed properties:
Orbital gap in eV: 7.69
Charge: 0

Cartesian coordinates (Å):
Cd (-7.12, 22.02, 6.70)
C (-4.70, 21.89, 4.63)
O (-6.01, 21.57, 4.95)
H (-4.23, 22.61, 5.33)
H (-4.05, 20.99, 4.62)
H (-4.64, 22.37, 3.64)
C (-7.77, 25.36, 6.79)
O (-7.50, 24.05, 7.08)
H (-8.66, 25.74, 7.32)
H (-6.94, 26.04, 7.09)
H (-7.88, 25.54, 5.70)
C (-4.33, 23.07, 8.23)
O (-5.33, 22.09, 8.04)
C (-5.21, 20.92, 8.85)
C (-6.27, 19.94, 8.35)
N (-7.65, 20.45, 8.22)
C (-8.07, 21.07, 9.51)
C (-9.52, 21.38, 9.46)
O (-10.20, 20.15, 9.41)
C (-11.59, 20.30, 9.18)
H (-4.45, 23.56, 9.20)
H (-4.49, 23.82, 7.46)
H (-3.34, 22.62, 8.15)
H (-5.39, 21.21, 9.89)
H (-4.25, 20.46, 8.66)
H (-6.20, 18.98, 8.89)
H (-5.90, 19.65, 7.35)
H (-8.32, 19.70, 8.07)
H (-7.51, 21.98, 9.68)
H (-7.91, 20.35, 10.33)
H (-9.74, 22.05, 8.62)
H (-9.79, 21.94, 10.37)
H (-12.11, 20.59, 10.11)
H (-11.97, 19.33, 8.88)
H (-11.78, 21.06, 8.42)
O (-9.10, 21.68, 5.68)
H (-9.89, 22.07, 6.06)
H (-9.11, 21.91, 4.75)


Entry 2:
This record from OMol25 describes a structure of composition C13H23N2OS3Y. The level of theory is wB97M-V/def2-TZVPD.

Computed properties:
Spin multiplicity: 2
Orbital gap (alpha / beta) in eV: 4.60 / 8.32
<S²>: 0.7516
Charge: +1

Cartesian coordinates (Å):
Y (0.43, -0.15, 0.53)
S (2.62, 1.46, 0.16)
S (-0.93, -2.51, 0.93)
C (2.01, 2.86, -0.84)
C (3.38, 0.30, -1.09)
C (2.48, -0.75, -1.75)
N (1.75, -1.57, -0.75)
C (0.91, -2.67, -1.32)
C (0.19, -3.46, -0.22)
H (4.22, -0.18, -0.56)
H (3.81, 0.97, -1.84)
H (3.14, -1.40, -2.34)
H (1.76, -0.27, -2.44)
H (1.56, -3.38, -1.84)
H (0.18, -2.25, -2.04)
H (0.90, -3.98, 0.44)
H (-0.47, -4.22, -0.66)
C (-2.49, -2.35, -0.01)
H (2.45, -2.01, -0.13)
H (-2.24, -1.98, -1.02)
H (-3.12, -1.61, 0.52)
H (-3.04, -3.32, -0.06)
H (1.28, 3.42, -0.22)
H (1.49, 2.44, -1.72)
H (2.83, 3.54, -1.14)
C (1.34, -0.42, 3.23)
C (2.19, -1.24, 2.57)
H (0.45, -0.79, 3.74)
H (1.60, 0.61, 3.49)
H (2.03, -2.31, 2.53)
H (3.17, -0.90, 2.25)
O (-1.07, 0.75, -0.77)
N (-2.15, 1.43, -0.31)
C (-3.10, 1.85, -1.20)
C (-4.01, 2.79, -0.80)
C (-4.05, 3.24, 0.53)
C (-3.07, 2.81, 1.42)
C (-2.07, 1.91, 0.99)
S (-0.92, 1.44, 2.13)
H (-3.03, 1.51, -2.22)
H (-4.63, 3.25, -1.56)
H (-4.70, 4.04, 0.87)
H (-3.06, 3.06, 2.47)


Entry 3:
This record from OMol25 describes a cluster of 2 separate species, C12H12BrNO in total. The level of theory is wB97M-V/def2-TZVPD.

Computed properties:
Orbital gap (alpha / beta) in eV: 7.07 / 7.07
Charge: 0

Cartesian coordinates (Å):
C (-1.50, -1.33, -1.43)
C (-0.75, 3.11, 0.42)
C (0.38, 3.22, -0.50)
C (-1.50, 1.98, 0.44)
C (0.72, 2.22, -1.30)
C (-1.22, 0.93, -0.51)
C (-0.04, 1.06, -1.51)
C (-0.08, -0.99, 1.61)
C (-1.79, -0.29, -0.56)
C (0.78, -1.64, 0.88)
C (1.94, -0.94, 0.17)
C (0.75, -3.10, 0.61)
N (-1.57, -2.25, -2.10)
O (0.10, 0.28, -2.41)
Br (-3.36, -0.67, 0.54)
H (-0.78, 3.92, 1.18)
H (1.04, 4.06, -0.35)
H (-2.27, 2.00, 1.15)
H (1.57, 2.46, -1.94)
H (0.00, 0.08, 1.72)
H (-0.93, -1.41, 1.93)
H (1.61, -1.20, -0.79)
H (2.86, -1.35, 0.66)
H (1.79, 0.13, 0.33)
H (1.73, -3.40, 0.23)
H (-0.12, -3.30, -0.07)
H (0.67, -3.57, 1.58)


Entry 4:
This record from OMol25 describes a cluster of 2 separate species, CHClF2OS2 in total. The level of theory is wB97M-V/def2-TZVPD.

Computed properties:
Orbital gap (alpha / beta) in eV: 8.49 / 6.63
Charge: 0

Cartesian coordinates (Å):
C (0.37, 0.45, -0.39)
O (-0.79, 2.94, 1.75)
F (-0.38, 1.29, -1.12)
F (1.60, 0.76, -0.54)
S (1.51, 1.96, 3.14)
S (-0.05, 1.75, 2.05)
Cl (-1.15, 0.28, 3.00)
H (0.07, -0.50, -0.40)


Entry 5:
This record from OMol25 describes the ion C26H27N2O2S with charge +1. The level of theory is wB97M-V/def2-TZVPD.

Computed properties:
Orbital gap in eV: 7.75
Charge: +1

Cartesian coordinates (Å):
C (1.51, 3.87, 1.10)
C (0.55, 2.70, 0.91)
N (0.63, 2.20, -0.43)
C (0.75, 3.12, -1.42)
N (0.87, 4.44, -1.14)
C (1.17, 4.97, 0.18)
C (0.99, 5.41, -2.23)
C (0.92, 4.64, -3.54)
S (0.66, 2.91, -3.17)
H (1.52, 4.23, 2.12)
H (2.52, 3.54, 0.91)
H (0.81, 1.91, 1.60)
H (-0.48, 3.07, 1.17)
H (0.29, 5.49, 0.51)
H (1.98, 5.68, 0.02)
H (0.23, 6.21, -2.20)
H (1.97, 5.92, -2.16)
H (0.13, 5.00, -4.21)
H (1.88, 4.70, -4.06)
C (-6.60, 0.01, -0.55)
O (-5.69, 0.66, -1.49)
C (-4.37, 0.75, -1.15)
C (-3.49, 1.32, -2.10)
C (-2.10, 1.24, -1.92)
C (-1.49, 0.72, -0.74)
C (0.00, 0.82, -0.51)
C (0.64, -0.33, 0.24)
C (2.03, -0.29, 0.51)
C (2.59, -1.20, 1.42)
C (1.93, -2.44, 1.62)
O (2.68, -3.48, 2.18)
C (2.52, -4.88, 1.99)
C (3.64, -5.56, 1.47)
C (3.56, -6.92, 1.19)
C (2.40, -7.63, 1.51)
C (1.35, -6.99, 2.17)
C (1.41, -5.61, 2.45)
C (0.58, -2.58, 1.28)
C (-0.03, -1.54, 0.56)
C (-2.41, 0.14, 0.19)
C (-3.81, 0.23, 0.04)
H (-7.57, 0.17, -1.01)
H (-6.40, -1.07, -0.46)
H (-6.58, 0.49, 0.44)
H (-3.87, 1.70, -3.06)
H (-1.43, 1.59, -2.74)
H (0.51, 0.95, -1.51)
H (2.67, 0.47, -0.01)
H (3.61, -1.05, 1.83)
H (4.56, -5.01, 1.28)
H (4.40, -7.42, 0.70)
H (2.33, -8.70, 1.27)
H (0.46, -7.56, 2.45)
H (0.64, -5.12, 3.04)
H (0.01, -3.49, 1.49)
H (-1.03, -1.71, 0.11)
H (-2.06, -0.41, 1.07)
H (-4.47, -0.27, 0.78)


Entry 6:
This record from OMol25 describes the molecule C6Br2Cl3F9. The level of theory is wB97M-V/def2-TZVPD.

Computed properties:
Orbital gap in eV: 10.75
Charge: 0

Cartesian coordinates (Å):
F (1.71, 3.64, -1.52)
F (-0.50, 3.45, -1.27)
F (0.83, -3.36, 1.04)
F (0.88, -1.39, 2.09)
F (-1.49, 1.15, -0.39)
F (-0.02, 0.90, 1.13)
F (2.01, 1.09, -0.58)
F (-1.98, -1.20, 1.22)
F (0.90, -1.38, -0.84)
Cl (0.71, 1.14, -2.77)
Cl (-1.78, -3.31, -0.07)
Cl (-1.36, -1.11, -2.05)
Br (0.92, 3.64, 1.07)
Br (-0.83, -3.24, 3.20)
C (0.71, 3.00, -0.82)
C (0.08, -2.38, 1.63)
C (-0.28, 0.63, -0.17)
C (0.80, 1.45, -1.00)
C (-0.97, -1.82, 0.61)
C (-0.35, -0.90, -0.52)


Energy relative to the best compared isomer or geometry (same formula, charge and spin)
In order: 0.00; 0.00; 35.74; 66.81; 17.23; 0.00
Unit: kcal/mol
E
In order: -24957.8247; -52424.4047; -86214.9075; -42724.8733; -45301.8835; -208330.2632
Unit: eV